1.
This record from the OMol25 dataset describes a cluster of 8 separate species, C32H64O24 in total in a non-equilibrium geometry. The level of theory is the ωB97M-V functional and the def2-TZVPD basis.

- SMILES: CCOC(=O)OC.CCOC(=O)OC.CCOC(=O)OC.CCOC(=O)OC.CCOC(=O)OC.CCOC(=O)OC.CCOC(=O)OC.CCOC(=O)OC

```
120
C32H64O24 | the OMol25 dataset | the ωB97M-V functional and the def2-TZVPD basis
C -2.329 -0.420 8.184
C -2.257 -1.882 7.709
O -1.625 -2.101 6.449
C -0.307 -1.898 6.406
O 0.399 -1.676 7.357
O 0.103 -2.126 5.167
C 1.460 -1.758 4.883
H -1.327 -0.056 8.401
H -2.846 -0.413 9.145
H -2.931 0.114 7.451
H -3.269 -2.247 7.567
H -1.701 -2.388 8.499
H 2.046 -2.062 5.749
H 1.535 -0.683 4.731
H 1.901 -2.267 4.031
C -2.877 -3.408 3.250
C -1.667 -4.347 3.327
O -2.073 -5.628 2.916
C -1.462 -6.341 1.976
O -0.535 -5.925 1.337
O -1.987 -7.561 2.034
C -1.671 -8.483 1.009
H -3.046 -2.966 2.270
H -2.656 -2.569 3.917
H -3.755 -3.919 3.639
H -1.172 -4.392 4.300
H -0.812 -3.960 2.760
H -1.773 -9.496 1.390
H -0.644 -8.423 0.639
H -2.336 -8.288 0.166
C -5.698 1.626 -6.624
C -5.088 0.877 -5.431
O -4.168 1.707 -4.733
C -3.850 1.396 -3.489
O -4.209 0.472 -2.803
O -3.036 2.351 -3.058
C -2.542 2.193 -1.706
H -6.378 0.919 -7.096
H -4.899 1.960 -7.286
H -6.279 2.512 -6.369
H -4.554 -0.002 -5.792
H -5.944 0.570 -4.829
H -1.845 1.367 -1.606
H -3.385 2.042 -1.036
H -2.040 3.142 -1.554
C -0.664 -1.098 -3.789
C -1.274 -1.536 -5.120
O -1.092 -2.942 -5.217
C -1.726 -3.584 -6.170
O -2.514 -3.073 -6.934
O -1.409 -4.869 -6.148
C -2.233 -5.779 -6.829
H -1.393 -1.186 -2.986
H -0.393 -0.041 -3.830
H 0.225 -1.696 -3.597
H -0.934 -1.021 -6.019
H -2.320 -1.220 -5.067
H -2.847 -5.267 -7.576
H -2.998 -6.276 -6.229
H -1.661 -6.521 -7.379
C 0.026 -1.724 0.999
C -0.230 -0.335 0.436
O 0.964 0.399 0.824
C 1.093 1.688 0.539
O 0.264 2.359 -0.043
O 2.249 2.125 0.960
C 2.594 3.484 0.748
H 0.168 -1.749 2.083
H 1.001 -2.042 0.627
H -0.751 -2.458 0.799
H -1.071 0.185 0.892
H -0.217 -0.258 -0.650
H 3.520 3.664 1.292
H 1.976 4.223 1.266
H 2.674 3.735 -0.302
C -0.874 -7.031 -2.591
C -1.276 -5.596 -2.268
O -2.665 -5.558 -1.932
C -3.141 -4.363 -1.509
O -2.434 -3.406 -1.321
O -4.428 -4.412 -1.437
C -5.205 -3.211 -1.387
H -1.387 -7.377 -3.491
H -1.162 -7.659 -1.747
H 0.198 -7.145 -2.731
H -1.150 -4.982 -3.157
H -0.628 -5.409 -1.411
H -4.999 -2.710 -0.445
H -6.250 -3.488 -1.480
H -4.968 -2.582 -2.243
C 5.097 4.335 3.675
C 6.430 4.474 2.974
O 7.299 5.332 3.712
C 7.358 6.642 3.499
O 6.826 7.215 2.588
O 8.075 7.156 4.485
C 8.419 8.526 4.381
H 4.546 3.576 3.119
H 4.568 5.282 3.786
H 5.267 4.014 4.704
H 6.321 4.812 1.941
H 6.954 3.520 2.943
H 9.015 8.877 5.216
H 7.518 9.111 4.201
H 9.071 8.697 3.517
C 1.099 6.261 -2.477
C 2.424 5.670 -2.944
O 3.509 6.600 -2.777
C 3.980 6.799 -1.540
O 3.531 6.252 -0.566
O 4.958 7.667 -1.620
C 5.721 7.926 -0.428
H 1.033 6.219 -1.393
H 0.342 5.552 -2.834
H 0.868 7.213 -2.947
H 2.420 5.542 -4.024
H 2.612 4.733 -2.424
H 5.746 7.139 0.319
H 5.162 8.774 -0.012
H 6.702 8.264 -0.746
```

***

2.
This record from the OMol25 dataset describes a cluster of 8 separate species, C32H64O24 in total in a non-equilibrium geometry. The level of theory is the ωB97M-V functional and the def2-TZVPD basis.

- SMILES: CCOC(=O)OC.CCOC(=O)OC.CCOC(=O)OC.CCOC(=O)OC.CCOC(=O)OC.CCOC(=O)OC.CCOC(=O)OC.CCOC(=O)OC

```
120
C32H64O24 | the OMol25 dataset | the ωB97M-V functional and the def2-TZVPD basis
C -7.292 -4.120 -3.416
C -7.654 -3.349 -4.662
O -7.493 -4.136 -5.824
C -8.421 -5.059 -6.055
O -9.464 -5.211 -5.456
O -7.987 -5.810 -7.061
C -8.803 -6.811 -7.622
H -7.550 -3.487 -2.567
H -6.205 -4.166 -3.480
H -7.719 -5.117 -3.307
H -6.918 -2.547 -4.699
H -8.634 -2.877 -4.729
H -9.673 -6.259 -7.976
H -9.175 -7.431 -6.807
H -8.291 -7.310 -8.445
C -1.281 -8.937 1.788
C -2.177 -7.707 1.484
O -3.342 -8.301 0.851
C -3.561 -8.220 -0.456
O -2.869 -7.653 -1.290
O -4.748 -8.856 -0.658
C -5.261 -9.246 -1.940
H -1.008 -9.526 0.913
H -1.744 -9.693 2.422
H -0.315 -8.624 2.185
H -1.586 -7.106 0.794
H -2.495 -7.209 2.400
H -5.210 -10.270 -2.312
H -4.681 -8.798 -2.747
H -6.246 -8.799 -2.076
C 4.163 -7.105 -3.214
C 2.887 -8.007 -3.345
O 3.237 -9.397 -3.368
C 3.421 -10.042 -2.286
O 3.390 -9.667 -1.150
O 3.496 -11.332 -2.611
C 3.688 -12.287 -1.529
H 4.690 -7.198 -4.164
H 4.846 -7.415 -2.423
H 3.793 -6.086 -3.104
H 2.489 -7.816 -4.341
H 2.243 -7.674 -2.531
H 2.779 -12.400 -0.938
H 4.467 -12.092 -0.792
H 3.945 -13.232 -2.008
C -9.586 -3.339 11.906
C -8.144 -3.230 12.431
O -7.170 -3.618 11.420
C -6.963 -4.907 10.975
O -7.413 -5.948 11.453
O -6.249 -4.803 9.838
C -5.911 -5.898 9.053
H -9.786 -4.075 11.127
H -9.898 -2.352 11.564
H -10.284 -3.491 12.729
H -8.156 -3.952 13.248
H -8.037 -2.213 12.806
H -5.567 -5.500 8.098
H -6.712 -6.567 8.736
H -5.135 -6.450 9.584
C -1.181 -10.923 -7.985
C -2.533 -10.640 -7.223
O -3.704 -10.922 -8.020
C -4.181 -12.143 -8.119
O -3.725 -13.224 -7.702
O -5.397 -12.038 -8.777
C -6.274 -13.194 -8.723
H -0.667 -11.719 -7.447
H -0.646 -9.982 -8.110
H -1.328 -11.229 -9.021
H -2.568 -9.567 -7.038
H -2.577 -11.164 -6.268
H -7.034 -13.025 -9.486
H -6.767 -13.336 -7.761
H -5.730 -14.096 -9.003
C -0.021 -9.373 10.068
C 1.248 -8.789 9.395
O 0.991 -7.795 8.424
C 1.973 -7.162 7.712
O 3.177 -7.480 7.578
O 1.353 -6.090 7.112
C 2.062 -5.351 6.173
H -0.456 -8.528 10.600
H 0.278 -10.079 10.842
H -0.804 -9.837 9.468
H 1.682 -9.572 8.773
H 1.994 -8.524 10.143
H 1.860 -5.823 5.211
H 3.113 -5.222 6.429
H 1.743 -4.309 6.143
C -7.703 -13.444 10.531
C -6.445 -12.636 10.305
O -5.792 -12.835 9.076
C -6.284 -12.258 7.954
O -7.300 -11.637 7.820
O -5.434 -12.430 6.967
C -5.754 -12.151 5.611
H -8.197 -12.936 11.359
H -7.384 -14.468 10.721
H -8.335 -13.481 9.643
H -5.735 -12.843 11.106
H -6.653 -11.566 10.314
H -5.522 -11.094 5.482
H -6.685 -12.514 5.175
H -5.010 -12.664 5.001
C 1.525 -19.927 -3.618
C 0.684 -19.247 -2.468
O 0.432 -17.878 -2.680
C -0.657 -17.359 -2.091
O -1.287 -17.789 -1.137
O -0.874 -16.132 -2.633
C -1.925 -15.266 -2.065
H 1.051 -19.757 -4.585
H 1.633 -21.008 -3.533
H 2.518 -19.478 -3.602
H 1.295 -19.307 -1.568
H -0.259 -19.780 -2.343
H -1.707 -15.183 -1.000
H -2.960 -15.537 -2.274
H -1.712 -14.245 -2.381
```

***

The records above yield LUMO energy values of 0.60; 0.10 eV, respectively.